1.
Below is C14H11BF4IIrN5 as an isolated structure, with properties calculated with ωB97M-V with the def2-TZVPD basis set.

CARTESIAN COORDINATES (ANGSTROEM)
1 Ir -1.029 -1.217 -0.830
2 N 3.263 -1.405 -0.647
3 C 1.998 -1.752 -0.811
4 N 1.018 -0.887 -0.746
5 C 1.299 0.451 -0.457
6 N 0.286 1.296 -0.253
7 N -0.857 0.711 -0.373
8 C -2.066 1.334 0.039
9 C -3.196 0.548 -0.110
10 C -4.491 1.005 0.205
11 C -5.563 0.166 0.046
12 C -5.358 -1.132 -0.433
13 C -4.074 -1.554 -0.718
14 N -3.015 -0.758 -0.565
15 C 2.653 0.885 -0.342
16 C 3.014 2.220 -0.112
17 C 4.340 2.554 0.001
18 C 5.334 1.572 -0.116
19 C 5.002 0.255 -0.333
20 C 3.660 -0.084 -0.439
21 H 3.969 -2.126 -0.668
22 H 1.776 -2.792 -1.010
23 H -2.039 2.282 0.554
24 H -4.607 2.014 0.575
25 H -6.561 0.502 0.294
26 H -6.181 -1.818 -0.573
27 H -3.880 -2.557 -1.068
28 H 2.237 2.966 -0.022
29 H 4.620 3.582 0.188
30 H 6.376 1.850 -0.033
31 H 5.769 -0.507 -0.416
32 I -1.040 -3.344 -2.256
33 F -0.405 -1.510 3.526
34 B -0.518 -0.817 2.360
35 F -1.505 0.172 2.362
36 F 0.710 -0.304 1.884
37 F -0.940 -1.800 1.298

The calculation puts the LUMO energy (alpha / beta) at -3.621 / -6.527 eV. The value obtained for the energy relative to the best compared isomer or geometry (same formula, charge and spin) is 5.7 kcal/mol. As for the HOMO-LUMO gap (alpha / beta): 0.245 / 0.213 Ha. Its net charge is +1. The strongest force on any atom comes out at 0.890 eV/Å. As for the spin multiplicity: 5.

---

2.
Below is one molecule with the formula C14H11BrN4O4, with properties calculated with ωB97M-V with the def2-TZVPD basis set.

CARTESIAN COORDINATES (ANGSTROEM)
1 O -5.706 1.916 -3.750
2 C -4.901 1.756 -2.870
3 N -4.671 2.818 -2.058
4 C -3.931 2.723 -0.886
5 C -3.179 1.575 -0.612
6 C -2.323 1.579 0.637
7 C -1.457 0.624 1.086
8 N -1.255 -0.630 0.467
9 N -0.088 -1.332 0.562
10 C 0.667 -1.118 1.620
11 C 1.919 -1.867 1.770
12 C 2.617 -1.888 2.999
13 C 3.750 -2.689 3.098
14 C 4.236 -3.416 2.006
15 Br 5.702 -4.684 2.141
16 C 3.604 -3.279 0.788
17 C 2.450 -2.553 0.680
18 C 0.073 -0.180 2.691
19 O -0.798 -0.918 3.551
20 O -0.693 0.908 2.199
21 C -3.443 0.470 -1.595
22 O -3.009 -0.650 -1.531
23 N -4.356 0.558 -2.634
24 H -5.275 3.617 -2.175
25 H -3.843 3.589 -0.233
26 H -2.295 2.460 1.257
27 H -1.857 -0.855 -0.340
28 H 2.265 -1.393 3.891
29 H 4.226 -2.797 4.061
30 H 3.980 -3.844 -0.065
31 H 1.977 -2.582 -0.278
32 H 0.925 0.231 3.287
33 H -1.549 -1.242 3.033
34 H -4.260 -0.093 -3.377

The calculation puts the LUMO energy at -0.069 eV. As for the SMILES: O=c1[nH]cc(/C=C2\NN=C(c3ccc(Br)cc3)[C@H](O)O2)c(=O)[nH]1. The value obtained for the energy relative to the best compared isomer or geometry (same formula, charge and spin) is 0.0 kcal/mol. As for the HOMO-LUMO gap: 0.274 Ha. The strongest force on any atom comes out at 3.564 eV/Å. As for the spin multiplicity: 1.

---

3.
Below is a 2-piece molecular cluster, C14H11F3O5PS overall, with properties calculated with ωB97M-V with the def2-TZVPD basis set.

CARTESIAN COORDINATES (ANGSTROEM)
1 O 1.580 -1.416 4.000
2 C 1.838 -0.663 2.923
3 C 3.295 0.144 2.770
4 C 3.836 0.335 1.377
5 C 5.250 1.159 1.046
6 O 5.218 2.560 1.493
7 C 4.261 3.373 0.727
8 F 3.879 2.819 -0.592
9 F 3.031 3.752 1.481
10 F 4.968 4.677 0.436
11 C 3.041 -0.242 0.033
12 O 3.664 -0.726 -1.057
13 C 1.373 -0.180 0.137
14 C 0.457 0.108 -1.195
15 C -1.177 0.116 -1.015
16 C -1.809 -0.168 0.494
17 P -3.732 -0.173 0.775
18 S -4.481 0.927 -0.680
19 C -0.863 -0.432 1.841
20 C 0.769 -0.430 1.668
21 H 3.882 0.590 3.687
22 H 6.074 0.615 1.715
23 H 5.611 1.009 -0.069
24 H 1.027 0.302 -2.207
25 H -1.857 0.320 -1.947
26 H -3.944 0.468 2.077
27 H -4.283 -1.530 0.786
28 H -1.314 -0.606 2.921
29 C -5.475 -2.748 -3.872
30 C -5.899 -1.893 -2.691
31 O -5.086 -1.865 -1.726
32 O -7.016 -1.319 -2.826
33 H -4.503 -3.218 -3.695
34 H -6.214 -3.537 -4.044
35 H -5.401 -2.129 -4.771

The calculation puts the LUMO energy at -0.272 eV. As for the HOMO-LUMO gap: 0.142 Ha. Its net charge is -1. The strongest force on any atom comes out at 8.349 eV/Å. As for the spin multiplicity: 1.

---

4.
Below is C14H12AuN6O2S as an isolated structure, with properties calculated with ωB97M-V with the def2-TZVPD basis set.

CARTESIAN COORDINATES (ANGSTROEM)
1 Au 0.770 -0.928 0.381
2 C 5.502 -1.947 -0.076
3 O 4.636 -2.486 0.909
4 C 3.409 -2.081 1.051
5 O 2.905 -1.120 0.441
6 N 2.707 -2.817 1.942
7 N 1.377 -2.475 2.216
8 H 6.382 -1.524 0.427
9 H 5.013 -1.203 -0.705
10 H 5.872 -2.795 -0.668
11 H 3.150 -3.600 2.420
12 H 1.309 -1.935 3.087
13 H 0.812 -3.321 2.323
14 S -5.087 3.675 -1.176
15 N -4.979 2.079 -0.970
16 C -3.722 1.705 -0.824
17 C -3.214 0.386 -0.586
18 C -4.013 -0.766 -0.544
19 C -3.413 -1.986 -0.291
20 C -2.043 -2.026 -0.046
21 N -1.285 -0.937 -0.066
22 C -1.821 0.257 -0.366
23 C -0.934 1.395 -0.481
24 N 0.378 1.190 -0.337
25 C 1.252 2.169 -0.465
26 C 0.855 3.475 -0.761
27 C -0.491 3.741 -0.916
28 C -1.416 2.695 -0.772
29 C -2.829 2.852 -0.905
30 N -3.508 3.969 -1.093
31 H -5.079 -0.692 -0.709
32 H -3.990 -2.899 -0.275
33 H -1.560 -2.968 0.170
34 H 2.297 1.926 -0.329
35 H 1.599 4.254 -0.854
36 H -0.842 4.736 -1.152

The calculation puts the LUMO energy (alpha / beta) at -14.592 / -14.671 eV. As for the HOMO-LUMO gap (alpha / beta): 0.133 / 0.128 Ha. Its net charge is +3. The strongest force on any atom comes out at 2.492 eV/Å. As for the spin multiplicity: 1.